1.
22
Properties=species:S:1:pos:R:3:forces:R:3 method="wB97M-V/def2-TZVPD" homo_energy_ev="-14.0 / -13.7" charge=+1 multiplicity=2 orbital_gap_ev="11.18 / 5.84" de_lowest_kcal_mol=42.9
C 0.992 1.344 0.269 0.3 -0.6 -0.3
N 0.336 1.081 -1.020 -1.3 -1.9 2.7
C 0.504 -0.198 -1.605 1.1 0.0 -2.3
C -0.578 -1.301 -1.282 0.4 0.2 0.0
C 0.099 -2.368 -0.455 -1.0 0.6 -0.4
C -0.349 -2.667 0.762 1.2 0.6 0.1
C -0.006 1.226 1.479 0.4 1.0 -1.8
N -0.798 2.443 1.575 -0.8 -0.7 0.6
H 1.730 0.553 0.433 0.4 0.5 -0.4
H 1.393 2.345 0.212 0.3 0.3 0.4
H -0.662 1.183 -0.815 -0.1 1.1 -1.1
H 1.541 -0.522 -1.538 0.0 -0.2 0.9
H 0.509 -0.096 -2.710 -0.6 0.4 0.1
H -0.913 -1.668 -2.255 0.0 -0.1 0.2
H -1.458 -0.870 -0.801 0.1 0.0 0.2
H 0.916 -2.815 -1.007 0.1 -0.5 0.5
H 0.162 -3.357 1.416 -0.1 -0.4 -0.1
H -1.072 -2.016 1.236 -0.4 -0.3 -0.1
H 0.699 1.160 2.296 -0.3 -0.4 0.5
H -0.575 0.321 1.259 0.0 -0.2 0.7
H -1.103 2.544 2.542 0.4 0.3 0.0
H -1.698 2.291 1.126 0.1 0.2 -0.3


2.
44
Properties=species:S:1:pos:R:3:forces:R:3 method="wB97M-V/def2-TZVPD" homo_energy_ev=-8.2 smiles="CN(C)CCC[N@+]1([O-])c2ccccc2NC(=O)c2ccccc21" orbital_gap_ev=8.67 de_lowest_kcal_mol=141.4
C 1.040 -1.260 3.665 1.1 -1.2 -0.5
N 1.378 -2.026 2.398 -1.2 0.4 0.6
C 1.256 -3.472 2.574 0.2 0.5 0.7
C 2.543 -1.547 1.647 0.1 0.7 1.3
C 2.200 -0.242 0.905 0.1 -0.3 -0.9
C 1.282 -0.603 -0.276 -0.2 -2.8 0.7
N 0.538 0.523 -0.919 -2.8 -2.2 0.2
O 1.525 1.189 -1.262 4.8 5.7 -2.9
C -0.400 1.291 -0.070 -2.0 -0.2 2.6
C -0.975 0.653 1.066 0.6 0.4 -0.7
C -1.852 1.323 1.934 0.4 -1.2 -0.9
C -2.241 2.597 1.642 0.0 1.9 -0.4
C -1.692 3.262 0.526 -0.5 -0.9 0.9
C -0.843 2.610 -0.368 0.4 -0.6 0.3
N -0.585 3.249 -1.574 0.9 -0.8 0.4
C -0.624 2.590 -2.793 -1.7 2.9 -0.9
O -0.756 3.346 -3.751 0.8 -0.7 -0.4
C -0.902 1.143 -2.970 0.4 -0.7 0.8
C -1.743 0.740 -4.047 1.3 -1.2 1.3
C -1.978 -0.624 -4.323 0.0 1.7 0.9
C -1.429 -1.570 -3.484 0.7 0.4 0.3
C -0.586 -1.184 -2.430 -0.7 1.6 -0.4
C -0.336 0.179 -2.110 -1.0 -2.7 -1.4
H 0.183 -1.737 4.166 0.3 0.2 -0.4
H 1.892 -1.269 4.401 -0.5 -0.1 -0.5
H 0.803 -0.217 3.479 -0.1 0.0 -0.3
H 1.469 -4.013 1.669 0.1 0.0 -0.6
H 0.247 -3.771 2.901 0.3 0.3 -0.1
H 1.975 -3.833 3.317 0.0 -0.2 0.2
H 3.387 -1.322 2.355 -0.4 -0.2 -0.5
H 2.922 -2.322 0.968 -0.3 0.1 0.1
H 1.737 0.468 1.572 -0.1 0.2 0.3
H 3.112 0.223 0.500 -0.4 -0.1 0.2
H 0.604 -1.394 0.022 -0.3 -0.2 0.4
H 1.981 -1.098 -1.009 -1.2 1.1 0.1
H -0.720 -0.402 1.240 -0.1 0.6 0.1
H -2.299 0.772 2.735 -0.1 -0.2 0.4
H -2.994 3.148 2.243 0.7 -0.5 -0.3
H -2.028 4.271 0.330 0.1 0.0 -0.3
H -0.498 4.278 -1.569 -0.2 -1.2 -0.5
H -2.180 1.489 -4.648 -0.3 0.8 -0.5
H -2.645 -0.868 -5.125 -0.1 -0.2 -0.3
H -1.619 -2.616 -3.658 0.1 -0.2 0.0
H -0.152 -1.956 -1.868 0.5 -0.8 0.8